Below is 5 unconnected molecules or ions with the total composition C55H98N5O8, with properties calculated with ωB97M-V with the def2-TZVPD basis set.

```
166
Properties=species:S:1:pos:R:3:lowdin_spin:R:1
C 4.444 -4.123 4.291 0.000
C 3.623 -4.279 3.411 0.000
C 2.510 -4.869 2.576 0.000
C 3.020 -5.509 1.228 0.000
C 4.298 -6.381 1.367 0.000
C 4.269 -7.769 0.660 0.000
C 3.597 -8.952 1.411 0.000
C 2.542 -8.681 2.498 0.000
C 3.127 -8.128 3.862 0.000
O 1.384 -7.964 2.053 0.000
C 0.338 -8.031 2.996 0.000
C -0.952 -7.519 2.321 0.000
C -1.728 -6.507 2.932 0.000
C -2.883 -6.013 2.298 0.000
C -3.267 -6.535 1.046 0.000
C -2.522 -7.564 0.450 0.000
C -1.369 -8.056 1.088 0.000
N 5.633 -8.272 0.288 0.000
C 6.674 -7.935 1.223 0.000
O 6.427 -8.348 2.564 0.000
C 7.052 -7.503 3.504 0.000
C 3.617 -7.507 -0.762 0.000
O 2.621 -8.134 -1.167 0.000
O 4.135 -6.583 -1.470 0.000
H 5.054 -3.935 5.163 0.000
H 1.884 -4.003 2.258 0.000
H 1.834 -5.532 3.139 0.000
H 3.242 -4.640 0.576 0.000
H 2.143 -6.003 0.778 0.000
H 4.673 -6.474 2.408 0.000
H 5.097 -5.800 0.855 0.000
H 3.118 -9.613 0.656 0.000
H 4.366 -9.599 1.882 0.000
H 2.143 -9.690 2.787 0.000
H 2.943 -8.871 4.672 0.000
H 2.644 -7.194 4.193 0.000
H 4.226 -8.021 3.814 0.000
H 0.197 -9.042 3.435 0.000
H 0.538 -7.298 3.815 0.000
H -1.445 -6.090 3.908 0.000
H -3.489 -5.210 2.736 0.000
H -4.150 -6.133 0.531 0.000
H -2.834 -7.967 -0.520 0.000
H -0.791 -8.861 0.617 0.000
H 5.882 -7.940 -0.641 0.000
H 6.971 -6.852 1.237 0.000
H 7.604 -8.468 0.886 0.000
H 8.156 -7.644 3.558 0.000
H 6.593 -7.724 4.490 0.000
H 6.869 -6.422 3.312 0.000
C 0.481 2.065 1.857 0.002
C -0.038 0.597 1.842 0.025
C -1.519 0.531 2.263 0.014
C -1.774 0.593 3.764 0.002
C -0.885 -0.400 4.501 0.014
C 0.597 -0.204 4.170 0.026
N 0.858 -0.240 2.698 0.338
O 0.764 -1.483 2.298 0.572
C 1.058 1.135 4.782 0.001
C 1.423 -1.256 4.914 -0.001
C 0.007 0.197 0.361 -0.001
H 1.342 2.203 2.508 0.001
H 0.833 2.379 0.873 0.000
H -0.292 2.772 2.167 0.000
H -1.955 -0.403 1.894 0.002
H -2.077 1.334 1.772 0.001
H -1.613 1.611 4.135 0.000
H -2.822 0.363 3.963 0.001
H -1.048 -0.305 5.578 0.001
H -1.197 -1.418 4.239 0.003
H 2.109 1.329 4.555 0.001
H 0.962 1.108 5.870 0.000
H 0.476 1.994 4.451 0.000
H 1.119 -2.276 4.677 -0.001
H 1.312 -1.141 5.994 0.000
H 2.486 -1.156 4.681 0.000
H 1.034 0.159 -0.011 0.000
H -0.540 0.928 -0.239 0.000
H -0.458 -0.772 0.176 0.000
C -4.367 2.772 -4.452 0.002
C -3.495 3.355 -3.302 0.026
C -3.037 4.791 -3.629 0.014
C -1.842 4.896 -4.570 0.001
C -0.712 3.985 -4.106 0.014
C -1.173 2.536 -3.939 0.026
N -2.360 2.423 -3.037 0.346
O -1.953 2.612 -1.808 0.561
C -1.478 1.960 -5.337 0.001
C 0.000 1.685 -3.438 -0.001
C -4.463 3.468 -2.115 -0.001
H -3.964 1.848 -4.862 0.001
H -5.365 2.500 -4.105 0.000
H -4.489 3.478 -5.276 0.000
H -2.768 5.302 -2.697 0.002
H -3.875 5.357 -4.047 0.001
H -2.142 4.654 -5.595 0.000
H -1.490 5.931 -4.594 0.001
H 0.114 4.037 -4.819 0.001
H -0.317 4.367 -3.157 0.003
H -1.831 0.928 -5.267 0.001
H -0.574 1.952 -5.948 0.000
H -2.215 2.533 -5.899 0.000
H 0.418 2.056 -2.501 -0.001
H 0.812 1.691 -4.167 0.000
H -0.303 0.646 -3.290 0.000
H -4.793 2.484 -1.776 0.000
H -5.348 4.037 -2.409 0.000
H -4.022 3.992 -1.266 0.000
C 2.141 6.663 -8.599 0.002
C 2.538 5.613 -7.520 0.025
C 4.035 5.718 -7.171 0.014
C 4.984 5.044 -8.156 0.001
C 4.525 3.622 -8.455 0.014
C 3.074 3.576 -8.946 0.026
N 2.140 4.256 -7.999 0.344
O 1.987 3.480 -6.953 0.564
C 3.014 4.221 -10.346 0.001
C 2.666 2.118 -9.190 -0.001
C 1.768 6.048 -6.267 -0.001
H 1.708 6.212 -9.490 0.001
H 1.368 7.342 -8.237 0.000
H 2.991 7.273 -8.912 0.000
H 4.206 5.265 -6.188 0.002
H 4.314 6.770 -7.065 0.001
H 5.059 5.632 -9.076 0.000
H 5.990 5.021 -7.731 0.001
H 5.187 3.173 -9.198 0.001
H 4.634 3.015 -7.549 0.003
H 1.991 4.229 -10.730 0.001
H 3.620 3.649 -11.052 0.000
H 3.397 5.239 -10.379 0.000
H 2.782 1.496 -8.304 -0.001
H 3.290 1.675 -9.968 0.000
H 1.628 2.053 -9.522 0.000
H 0.690 5.944 -6.409 0.000
H 1.976 7.096 -6.040 0.000
H 2.054 5.476 -5.384 0.000
C -4.349 5.750 4.575 0.002
C -4.852 4.298 4.329 0.025
C -6.384 4.264 4.163 0.014
C -7.182 4.305 5.462 0.001
C -6.652 3.273 6.450 0.014
C -5.150 3.437 6.704 0.027
N -4.361 3.423 5.435 0.339
O -4.325 2.191 4.996 0.568
C -4.929 4.751 7.482 0.001
C -4.677 2.347 7.673 -0.001
C -4.259 3.919 2.962 -0.001
H -3.794 5.854 5.506 0.001
H -3.646 6.071 3.805 0.000
H -5.167 6.473 4.591 0.000
H -6.666 3.347 3.633 0.002
H -6.702 5.089 3.520 0.001
H -7.155 5.310 5.895 0.000
H -8.234 4.097 5.247 0.001
H -7.203 3.350 7.390 0.001
H -6.859 2.270 6.061 0.003
H -3.866 4.921 7.669 0.001
H -5.425 4.703 8.453 0.000
H -5.331 5.631 6.983 0.000
H -4.888 1.342 7.309 -0.001
H -5.185 2.447 8.634 0.000
H -3.603 2.426 7.857 0.000
H -3.169 3.860 3.004 0.000
H -4.526 4.673 2.219 0.000
H -4.639 2.966 2.593 0.000
```

Output
Total charge: -1
E_HOMO (alpha / beta) (eV): -3.904 / -3.904
Multiplicity: 5
LUMO (alpha / beta) (eV): 1.6 / 1.0

---

Below is 12 unconnected molecules or ions with the total composition C56H100N4O24, with properties calculated with ωB97M-V with the def2-TZVPD basis set.

```
184
Properties=species:S:1:pos:R:3:lowdin_charge:R:1
O 1.006 3.043 -23.857 0.068
N 0.419 4.023 -24.255 -0.329
O 0.315 4.252 -25.482 0.049
C -0.282 4.907 -23.324 -0.116
C -1.121 5.992 -23.787 0.011
C -1.656 6.903 -22.899 -0.055
C -1.488 6.656 -21.540 -0.075
C -0.699 5.635 -21.060 -0.089
C -0.041 4.801 -21.942 -0.006
H -1.219 5.956 -24.862 0.105
H -2.306 7.651 -23.329 0.112
H -1.912 7.265 -20.755 0.110
H -0.491 5.432 -20.020 0.108
H 0.624 3.990 -21.682 0.112
O -3.003 -0.183 -18.457 0.034
N -4.177 0.279 -18.377 -0.255
O -5.072 -0.400 -17.789 0.016
C -4.464 1.595 -18.952 -0.152
C -3.466 2.258 -19.683 0.013
C -3.788 3.449 -20.371 -0.040
C -5.017 4.044 -20.126 -0.071
C -5.938 3.404 -19.304 -0.066
C -5.740 2.127 -18.785 0.005
H -2.509 1.847 -19.967 0.116
H -3.085 3.921 -21.042 0.100
H -5.310 4.984 -20.570 0.104
H -6.899 3.831 -19.060 0.102
H -6.432 1.587 -18.156 0.108
O 0.444 -1.381 -11.949 0.093
N -0.184 -0.964 -12.884 -0.357
O 0.036 0.124 -13.398 0.056
C -1.004 -1.877 -13.677 -0.130
C -1.927 -1.416 -14.687 -0.001
C -2.697 -2.272 -15.478 -0.072
C -2.727 -3.627 -15.155 -0.047
C -1.789 -4.130 -14.178 -0.048
C -0.984 -3.263 -13.453 -0.017
H -2.008 -0.357 -14.884 0.108
H -3.290 -1.920 -16.309 0.089
H -3.354 -4.315 -15.702 0.099
H -1.837 -5.204 -14.068 0.100
H -0.374 -3.686 -12.669 0.114
O -5.826 3.289 -14.073 0.076
N -6.064 2.115 -14.328 -0.345
O -6.813 1.829 -15.236 0.069
C -5.452 1.016 -13.595 -0.135
C -5.779 -0.306 -13.910 0.017
C -5.195 -1.399 -13.189 -0.049
C -4.332 -1.129 -12.099 -0.058
C -4.074 0.220 -11.744 -0.061
C -4.583 1.288 -12.496 0.006
H -6.472 -0.504 -14.714 0.086
H -5.565 -2.382 -13.438 0.101
H -3.787 -1.921 -11.608 0.103
H -3.363 0.379 -10.947 0.103
H -4.484 2.319 -12.191 0.111
C -8.293 -0.995 -16.655 -0.127
O -8.761 -0.881 -15.340 -0.228
C -10.143 -1.203 -15.158 -0.148
C -10.559 -1.068 -13.650 -0.159
O -10.121 -2.214 -12.889 -0.179
C -8.723 -2.153 -12.746 -0.133
H -8.849 -0.445 -17.415 0.077
H -8.035 -1.998 -16.992 0.085
H -7.389 -0.403 -16.799 0.050
H -10.315 -2.205 -15.551 0.131
H -10.684 -0.439 -15.717 0.113
H -11.632 -0.890 -13.583 0.117
H -10.195 -0.200 -13.101 0.119
H -8.133 -2.342 -13.643 0.075
H -8.580 -2.811 -11.889 0.095
H -8.395 -1.204 -12.322 0.085
C -7.548 -4.113 -19.815 -0.074
O -7.018 -3.182 -20.788 -0.182
C -5.836 -2.444 -20.395 -0.200
C -4.735 -3.202 -19.729 -0.195
O -4.514 -4.398 -20.487 -0.187
C -3.286 -5.056 -20.428 -0.108
H -7.842 -3.408 -19.038 0.073
H -6.939 -4.973 -19.537 0.087
H -8.487 -4.556 -20.146 0.085
H -6.182 -1.579 -19.829 0.110
H -5.315 -1.984 -21.235 0.103
H -5.157 -3.476 -18.763 0.117
H -3.796 -2.651 -19.665 0.118
H -3.196 -5.980 -21.000 0.096
H -3.228 -5.222 -19.352 0.080
H -2.372 -4.504 -20.645 0.070
C -8.110 7.345 -19.445 -0.082
O -8.846 6.101 -19.526 -0.208
C -9.894 5.974 -18.546 -0.204
C -10.512 4.612 -18.484 -0.182
O -9.537 3.700 -17.900 -0.186
C -10.135 2.417 -17.687 -0.106
H -8.816 8.162 -19.596 0.076
H -7.415 7.382 -20.284 0.083
H -7.805 7.578 -18.425 0.086
H -10.654 6.746 -18.670 0.123
H -9.430 6.240 -17.596 0.124
H -10.738 4.216 -19.474 0.120
H -11.415 4.751 -17.890 0.127
H -9.286 1.749 -17.544 0.066
H -10.599 1.994 -18.578 0.082
H -10.881 2.376 -16.893 0.089
C -3.721 3.833 -26.647 -0.082
O -4.274 2.818 -25.788 -0.167
C -4.274 3.006 -24.387 -0.179
C -5.376 3.969 -23.813 -0.165
O -5.244 5.325 -24.264 -0.168
C -6.322 6.034 -23.812 -0.147
H -2.878 4.359 -26.199 0.070
H -4.411 4.660 -26.817 0.073
H -3.502 3.555 -27.678 0.085
H -3.275 3.267 -24.038 0.112
H -4.531 2.059 -23.913 0.106
H -5.411 3.802 -22.737 0.097
H -6.257 3.525 -24.277 0.122
H -6.365 6.061 -22.723 0.070
H -7.256 5.591 -24.158 0.091
H -6.255 7.052 -24.197 0.093
C 1.063 -0.017 -22.262 -0.077
O 0.003 -0.979 -22.054 -0.210
C -0.679 -1.264 -23.266 -0.187
C -1.419 0.012 -23.767 -0.155
O -2.235 0.637 -22.742 -0.185
C -3.330 -0.169 -22.379 -0.130
H 0.648 0.991 -22.261 0.064
H 1.598 -0.186 -23.197 0.093
H 1.786 -0.045 -21.447 0.087
H -1.414 -2.049 -23.089 0.111
H 0.117 -1.652 -23.902 0.123
H -2.090 -0.089 -24.620 0.124
H -0.635 0.678 -24.127 0.105
H -3.963 0.246 -21.594 0.071
H -3.115 -1.137 -21.925 0.078
H -3.927 -0.358 -23.271 0.085
C -3.364 4.654 -16.818 -0.163
O -3.034 4.733 -15.507 -0.169
C -2.491 3.472 -14.995 -0.123
C -1.096 2.973 -15.585 -0.170
O -1.247 2.265 -16.807 -0.236
C -0.001 2.027 -17.474 -0.087
H -3.867 5.590 -17.063 0.094
H -4.117 3.893 -17.020 0.080
H -2.499 4.553 -17.473 0.083
H -3.234 2.686 -15.126 0.095
H -2.601 3.511 -13.911 0.116
H -0.639 2.224 -14.938 0.101
H -0.374 3.786 -15.660 0.123
H -0.261 1.207 -18.143 0.075
H 0.712 1.740 -16.701 0.088
H 0.311 2.907 -18.037 0.083
C -7.454 -1.113 -24.697 -0.111
O -8.116 -0.201 -23.857 -0.158
C -7.287 0.150 -22.752 -0.195
C -7.837 1.297 -21.956 -0.168
O -8.135 2.532 -22.658 -0.167
C -8.448 3.535 -21.737 -0.121
H -6.894 -1.871 -24.149 0.088
H -6.858 -0.586 -25.443 0.088
H -8.219 -1.595 -25.306 0.087
H -6.208 0.205 -22.900 0.099
H -7.372 -0.750 -22.143 0.111
H -7.103 1.534 -21.186 0.101
H -8.642 1.026 -21.274 0.122
H -8.917 4.263 -22.399 0.097
H -7.600 4.081 -21.323 0.055
H -9.072 3.159 -20.926 0.081
C 0.002 -5.746 -19.088 -0.103
O 0.789 -4.720 -19.650 -0.175
C 0.368 -3.396 -19.769 -0.204
C -0.390 -2.645 -18.644 -0.182
O 0.281 -2.637 -17.397 -0.173
C 0.734 -1.378 -16.952 -0.110
H -0.819 -5.421 -18.450 0.076
H 0.815 -6.143 -18.479 0.089
H -0.227 -6.605 -19.718 0.082
H -0.097 -3.285 -20.749 0.102
H 1.304 -2.856 -19.909 0.123
H -1.260 -3.254 -18.400 0.098
H -0.669 -1.660 -19.019 0.117
H -0.019 -0.611 -16.768 0.062
H 1.586 -0.945 -17.476 0.091
H 1.118 -1.693 -15.982 0.090
```

Output
E_HOMO (eV): -9.107
SMILES: O=[N+]([O-])c1ccccc1.O=[N+]([O-])c1ccccc1.O=[N+]([O-])c1ccccc1.O=[N+]([O-])c1ccccc1.COCCOC.COCCOC.COCCOC.COCCOC.COCCOC.COCCOC.COCCOC.COCCOC
LUMO (eV): -1.2

---

Strongest force on any atom (Eh/bohr)
0.060, 0.071